*a*
Formula: C6H31NO10
Source: the Open Molecules 2025 dataset
Level of theory: ωB97M-V with the def2-TZVPD basis set

XYZ file:
```
48
C6H31NO10 | the Open Molecules 2025 dataset | ωB97M-V with the def2-TZVPD basis set
C 1.1149 4.1118 2.0175
C 0.3303 3.0856 1.0778
C -0.8456 3.6786 0.3180
C 1.2526 2.5257 -0.0953
C 0.8451 1.1312 -0.5516
N 1.0223 0.0673 0.4887
C 2.2365 -0.6257 0.4314
O 2.4230 -1.6618 1.0170
H 1.0262 5.1021 1.6765
H 0.6421 4.0066 3.0383
H 2.2282 3.8119 1.9982
H -0.0264 2.3189 1.7912
H -0.3857 4.4726 -0.4292
H -1.7644 3.9348 0.9115
H -1.5547 2.9065 -0.4283
H 1.2809 3.0876 -0.9216
H 2.3205 2.4310 0.3549
H -0.2552 1.0479 -0.8969
H 1.5216 0.8883 -1.4360
H 0.2600 -0.2513 0.9539
H 3.1775 -0.0505 0.0092
O 0.1356 -0.9567 3.1443
H 0.6841 -1.6690 3.1889
H 0.2781 -0.2898 3.7611
O -2.6584 -2.8752 1.4779
H -3.5357 -2.9824 1.9925
H -2.1556 -2.3127 2.0518
O 1.4258 -2.0002 -3.1574
H 1.5151 -2.1973 -2.1759
H 0.5292 -1.5475 -3.2245
O -3.2973 -1.1294 -0.5420
H -3.8648 -1.9194 -0.1292
H -2.4746 -1.0864 -0.0240
O -3.8654 0.1669 -2.6546
H -4.0176 -0.7327 -2.4318
H -4.2646 0.7704 -1.7976
O -0.4398 -0.0606 -3.1629
H -0.7056 0.0392 -4.0625
H -1.2892 -0.3298 -2.6655
O -1.7547 0.2357 1.7690
H -2.1533 0.1567 2.6635
H -0.7612 0.2215 2.1013
O 3.1286 -0.1464 -4.2137
H 2.4048 -0.6036 -3.7970
H 3.5556 0.1393 -3.3477
O 1.0731 -3.5843 3.0097
H 0.1621 -3.9446 2.8740
H 1.4994 -3.2357 2.2936
```

The molar mass comes out at 277.31 g mol⁻¹. The HOMO energy is -9.98 eV. The HOMO-LUMO gap comes out at 9.778 eV. As for the net charge: 0.

***

*b*
Formula: C6H31NO10
Source: the Open Molecules 2025 dataset
Level of theory: ωB97M-V with the def2-TZVPD basis set

XYZ file:
```
48
C6H31NO10 | the Open Molecules 2025 dataset | ωB97M-V with the def2-TZVPD basis set
C 1.8309 2.5376 1.8555
C 1.6927 2.6161 0.3273
C 1.5171 1.1866 -0.2657
C 0.1125 0.6417 -0.0477
O -0.5531 0.9623 0.9445
N -0.2390 -0.4014 -0.8174
C -1.3013 -1.3757 -0.4585
C -0.8017 -2.7454 -0.9175
H 1.7370 1.5481 2.3064
H 1.0886 3.1261 2.3971
H 2.7953 2.8823 2.2416
H 2.6614 2.8775 -0.1020
H 0.9104 3.3113 0.0404
H 1.8333 1.2039 -1.3067
H 1.9380 0.4680 0.4009
H 0.3771 -0.7395 -1.5354
H -2.2340 -1.0085 -0.8460
H -1.2817 -1.4338 0.6267
H -1.2871 -3.3094 -1.7151
H -0.9025 -3.4369 -0.0782
H 0.2729 -2.7951 -1.0481
O -3.3685 -0.6587 2.3715
H -3.8388 -1.4500 2.0968
H -2.7422 -1.0164 3.0222
O -0.3219 -0.5040 3.7357
H -0.4480 0.2516 4.3152
H -0.4883 -0.0547 2.8786
O 3.5660 -0.8089 -1.2995
H 3.5308 -1.5249 -1.9402
H 3.8227 -0.0961 -1.9012
O -2.5141 1.0830 -1.7322
H -2.5147 1.4689 -0.8359
H -3.0926 0.3458 -1.5453
O -3.8088 1.2134 0.5644
H -4.1677 2.0489 0.8976
H -3.6107 0.7106 1.3927
O 1.9226 1.0101 -3.3493
H 1.0303 0.7577 -3.6874
H 2.0725 1.8127 -3.8685
O 0.4687 -3.1479 2.4401
H 0.3768 -2.3671 2.9786
H 1.4200 -3.1631 2.2311
O -0.7473 1.3434 -3.9753
H -1.1290 1.1650 -3.1034
H -1.2559 0.8100 -4.5944
O 2.7968 -2.2303 0.9688
H 2.9456 -1.2844 1.1233
H 2.2558 -2.1164 0.1781
```

The molar mass comes out at 277.31 g mol⁻¹. The HOMO energy is -9.51 eV. The HOMO-LUMO gap comes out at 9.885 eV. As for the net charge: 0.

***

Question: which arrangement is favored energetically? Ranking from most to least stable: *b*, *a*.

***

*a*
Formula: C5H20N2O5
Source: the Open Molecules 2025 dataset
Level of theory: ωB97M-V with the def2-TZVPD basis set

XYZ file:
```
32
C5H20N2O5 | the Open Molecules 2025 dataset | ωB97M-V with the def2-TZVPD basis set
N 0.4501 -2.1591 -0.0303
C 0.8284 -1.1903 -1.0648
C -0.4111 -0.5515 -1.7067
N -1.0286 0.4949 -1.0032
C -1.1466 0.4197 0.4550
C -2.1871 -0.5613 0.9671
C -2.2081 1.0399 -1.6632
O -0.7363 -0.8096 -2.8448
H 0.7272 -3.0907 -0.3038
H 0.9034 -1.9315 0.8434
H 1.3594 -1.6522 -1.8960
H 1.4730 -0.3950 -0.6829
H -1.4097 1.4273 0.7909
H -0.1657 0.1943 0.8760
H -1.9605 -1.5595 0.5911
H -2.1882 -0.6084 2.0550
H -3.1894 -0.3028 0.6240
H -3.0641 0.3612 -1.6664
H -2.5217 1.9546 -1.1569
H -1.9841 1.2935 -2.6945
H 0.6714 -0.2723 2.9519
H -0.5240 0.5338 3.4977
O 0.4403 0.5425 3.4464
H 2.2603 -1.8678 2.0709
H 1.8132 -0.5788 1.3187
O 1.4806 -1.4089 1.7393
H 0.3307 1.9240 -1.1665
H 1.6320 2.4266 -1.8806
O 1.1567 2.4167 -1.0434
H 1.7415 1.4439 1.8606
H 1.8375 1.5765 0.3301
O 2.2055 1.0839 1.0880
```

The molar mass comes out at 188.22 g mol⁻¹. The HOMO energy is -8.41 eV. The HOMO-LUMO gap comes out at 8.826 eV. As for the net charge: 0.

***

*b*
Formula: C5H20N2O5
Source: the Open Molecules 2025 dataset
Level of theory: ωB97M-V with the def2-TZVPD basis set

XYZ file:
```
32
C5H20N2O5 | the Open Molecules 2025 dataset | ωB97M-V with the def2-TZVPD basis set
C 0.4386 0.0286 3.2138
C -0.5393 0.9869 2.5322
C -0.8064 0.6093 1.0867
C -1.6932 -0.6325 1.0227
O -2.3532 -1.0062 0.0853
N -1.2212 1.7995 0.2906
C -1.1105 1.6471 -1.1375
N 0.1835 1.9191 -1.6611
H 1.4641 0.3896 3.3465
H 0.4684 -0.9194 2.7069
H 0.2040 -0.2080 4.2561
H -0.1649 2.0032 2.5858
H -1.4664 1.0224 3.0755
H 0.0711 0.2379 0.5575
H -1.8216 -1.1452 2.0071
H -2.1798 1.9291 0.6376
H -1.7806 2.3315 -1.6051
H -1.5359 0.7222 -1.4847
H 0.3139 2.8758 -1.8576
H 0.9744 1.5389 -1.1093
O -0.1953 -2.6653 -0.9224
H -0.3910 -2.2240 -1.7740
H -0.9968 -3.2121 -0.7648
O 2.1734 -1.3972 -0.3763
H 1.4185 -1.8473 -0.8256
H 2.4040 -1.9474 0.3897
O 3.3164 1.1977 0.2094
H 2.4697 1.5907 0.4375
H 3.0231 0.2545 -0.0324
O 0.1775 -1.4297 -3.4439
H 1.0429 -1.7045 -3.7332
H 0.2448 -0.4457 -3.3556
```

The molar mass comes out at 188.22 g mol⁻¹. The HOMO energy is -9.06 eV. The HOMO-LUMO gap comes out at 9.576 eV. As for the net charge: 0.

***

Question: which arrangement is favored energetically? Ranking from most to least stable: *b*, *a*.

***

*a*
Formula: C2H6N5
Source: the Open Molecules 2025 dataset
Level of theory: ωB97M-V with the def2-TZVPD basis set

XYZ file:
```
13
C2H6N5 | the Open Molecules 2025 dataset | ωB97M-V with the def2-TZVPD basis set
N 0.0138 -0.4107 2.0716
C 0.7024 -0.3979 0.9257
N 1.8250 -0.9113 0.4825
N 1.8720 -0.6805 -0.7908
C 0.8228 -0.0614 -1.2577
N -0.0313 0.2441 -0.2778
N -1.3441 0.5221 -0.3767
H 0.5418 -0.6144 2.9593
H -1.0411 -0.3214 1.9308
H 2.6142 -1.2650 -1.2153
H 0.9101 0.2483 -2.2375
H -1.6559 1.5847 -0.3790
H -1.7162 0.1250 -1.1938
```

The molar mass comes out at 100.10 g mol⁻¹. The HOMO energy is -13.71 eV. The HOMO-LUMO gap comes out at 9.941 eV. As for the net charge: +1.

***

*b*
Formula: C2H6N5
Source: the Open Molecules 2025 dataset
Level of theory: ωB97M-V with the def2-TZVPD basis set

XYZ file:
```
13
C2H6N5 | the Open Molecules 2025 dataset | ωB97M-V with the def2-TZVPD basis set
C 1.0753 -0.9205 0.2543
N -0.4219 -0.5338 0.0141
N -1.2524 -1.5129 -0.0625
C -2.4785 -0.8319 -0.0689
N -2.2704 0.4432 0.0670
N -1.0089 0.6670 0.0644
N -0.3547 1.8254 -0.0244
H 1.4433 -0.5470 1.2345
H 0.9822 -1.8876 0.4878
H 1.6378 -0.8632 -0.6575
H -3.4484 -1.2430 0.0611
H 0.5754 1.6748 0.4033
H -0.8658 2.6718 0.0544
```

The molar mass comes out at 100.10 g mol⁻¹. The HOMO energy is -14.93 eV. The HOMO-LUMO gap comes out at 10.460 eV. As for the net charge: +1.

***

Question: which arrangement is favored energetically? Ranking from most to least stable: *a*, *b*.